Molecular formula: C7H28O7
Method: DFT, ωB97M-V/def2-TZVPD

The LUMO energy (alpha / beta) is 2.8 / 2.7 eV. For the calculated total energy, the calculation gives -809.9783 hartree. As for the charge: -1. The spin multiplicity is 2. As for the expectation value of S²: 0.75. The calculation puts the frontier orbital gap (alpha / beta) at 2.10 / 10.06 eV. The value obtained for the HOMO energy (alpha / beta) is 0.025 / -0.271 Eh.

Each line ends with the Mulliken charge.
CARTESIAN COORDINATES (ANGSTROEM)
1 C 20.483 9.266 -11.566  -0.41
2 O 21.104 10.010 -12.595  -0.49
3 H 21.017 9.022 -10.648  0.26
4 H 19.511 9.667 -11.280  0.21
5 H 20.337 8.303 -12.056  0.11
6 H 21.513 10.828 -12.304  0.27
7 C 20.747 4.637 -10.685  -0.86
8 O 19.937 5.526 -11.454  -0.56
9 H 20.561 3.574 -10.843  0.24
10 H 21.812 4.824 -10.817  0.27
11 H 20.512 4.769 -9.629  0.34
12 H 19.205 5.885 -10.948  0.32
13 C 17.248 6.894 -11.621  -0.65
14 O 17.749 7.231 -10.382  -0.06
15 H 17.413 7.716 -12.317  0.28
16 H 17.578 5.981 -12.117  0.10
17 H 16.165 6.824 -11.527  0.10
18 H 17.413 8.085 -10.101  0.13
19 C 16.549 10.454 -7.697  -0.91
20 O 16.742 9.172 -8.220  -0.35
21 H 16.268 10.361 -6.648  0.27
22 H 17.440 11.059 -7.862  0.26
23 H 15.787 11.030 -8.222  0.29
24 H 16.050 8.566 -7.947  0.10
25 C 13.803 4.004 -12.301  -0.82
26 O 14.271 2.847 -13.001  -0.41
27 H 14.411 4.908 -12.277  -0.02
28 H 12.877 4.091 -12.869  0.32
29 H 13.611 3.707 -11.270  0.53
30 H 14.394 2.168 -12.333  0.29
31 C 13.920 7.039 -8.640  -1.98
32 O 14.757 7.393 -7.559  0.65
33 H 12.863 7.059 -8.375  0.43
34 H 14.066 7.629 -9.545  0.06
35 H 14.222 6.028 -8.914  0.61
36 H 15.296 6.637 -7.315  0.10
37 C 17.967 2.631 -12.832  -0.34
38 O 18.336 2.060 -14.015  -0.48
39 H 18.001 1.878 -12.045  0.31
40 H 18.673 3.449 -12.691  0.04
41 H 17.061 3.228 -12.938  0.17
42 H 18.200 2.688 -14.728  0.27


Molecular formula: C7H28O7
Method: DFT, ωB97M-V/def2-TZVPD

The LUMO energy is 0.3 eV. For the calculated total energy, the calculation gives -810.0405 hartree. As for the charge: 0. The calculation puts the frontier orbital gap at 9.74 eV. The value obtained for the HOMO energy is -0.348 Eh.

Each line ends with the Mulliken charge.
CARTESIAN COORDINATES (ANGSTROEM)
1 C -9.202 -17.248 12.552  -0.67
2 O -8.541 -18.519 12.450  -0.57
3 H -9.473 -17.027 13.581  0.29
4 H -8.609 -16.457 12.091  0.33
5 H -10.120 -17.308 11.961  0.29
6 H -7.606 -18.384 12.620  0.28
7 C -11.333 -20.419 13.278  -0.57
8 O -10.475 -20.659 12.180  -0.51
9 H -12.188 -21.087 13.188  0.26
10 H -10.843 -20.616 14.238  0.24
11 H -11.717 -19.391 13.289  0.23
12 H -9.844 -19.933 12.142  0.34
13 C -7.824 -17.424 8.748  -0.24
14 O -8.634 -18.377 9.426  -0.53
15 H -8.078 -17.475 7.691  0.00
16 H -7.933 -16.417 9.151  0.24
17 H -6.769 -17.729 8.799  0.23
18 H -8.493 -18.291 10.375  0.30
19 C -10.562 -19.290 6.353  -0.34
20 O -10.919 -18.843 7.642  -0.49
21 H -10.319 -20.361 6.341  0.28
22 H -11.414 -19.107 5.702  0.23
23 H -9.693 -18.756 5.950  0.00
24 H -10.133 -18.837 8.203  0.33
25 C -2.975 -17.325 8.360  -0.39
26 O -2.618 -18.419 7.515  -0.51
27 H -3.238 -16.462 7.745  0.21
28 H -3.842 -17.647 8.934  0.12
29 H -2.192 -17.065 9.074  0.27
30 H -1.712 -18.302 7.222  0.30
31 C -8.381 -16.754 4.014  -0.66
32 O -8.812 -16.355 5.304  -0.36
33 H -9.218 -17.068 3.387  0.31
34 H -7.805 -15.970 3.515  0.28
35 H -7.727 -17.614 4.155  0.24
36 H -9.530 -15.721 5.225  0.23
37 C -7.004 -14.065 7.316  -0.46
38 O -6.427 -12.827 6.967  -0.57
39 H -6.840 -14.234 8.379  0.20
40 H -8.086 -14.103 7.138  0.25
41 H -6.567 -14.891 6.746  0.28
42 H -6.208 -12.844 6.033  0.32


Molecular formula: C7H28O7
Method: DFT, ωB97M-V/def2-TZVPD

The LUMO energy (alpha / beta) is -2.7 / -10.1 eV. For the calculated total energy, the calculation gives -809.6610 hartree. As for the charge: +1. The spin multiplicity is 2. As for the expectation value of S²: 0.76. The calculation puts the frontier orbital gap (alpha / beta) at 9.48 / 2.14 eV. The value obtained for the HOMO energy (alpha / beta) is -0.448 / -0.448 Eh.

Each line ends with the Mulliken charge.
CARTESIAN COORDINATES (ANGSTROEM)
1 C -3.696 -0.392 1.239  -0.75
2 O -2.751 -1.430 1.574  -0.56
3 H -4.475 -0.343 2.000  0.33
4 H -3.313 0.628 1.200  0.29
5 H -4.167 -0.595 0.277  0.32
6 H -3.280 -2.230 1.623  0.27
7 C 2.516 3.353 -1.607  -0.49
8 O 1.404 2.898 -0.931  -0.16
9 H 2.963 2.568 -2.217  0.23
10 H 2.256 4.137 -2.318  0.35
11 H 3.264 3.810 -0.960  0.34
12 H 0.846 2.409 -1.540  0.44
13 C -2.794 -0.712 4.982  -0.62
14 O -1.860 -1.512 4.255  -0.53
15 H -3.750 -1.210 5.146  0.26
16 H -2.482 -0.530 6.010  0.29
17 H -2.975 0.262 4.528  0.24
18 H -2.131 -1.426 3.339  0.38
19 C 4.670 0.835 0.154  -0.28
20 O 5.323 0.608 -1.074  -0.39
21 H 3.701 1.330 0.086  -0.08
22 H 4.447 -0.046 0.755  0.32
23 H 5.233 1.535 0.773  0.33
24 H 5.374 1.461 -1.512  0.32
25 C 0.561 0.415 -2.642  -0.55
26 O -0.392 1.445 -2.528  -0.62
27 H 1.529 0.830 -2.923  0.26
28 H 0.690 0.045 -1.625  0.19
29 H 0.197 -0.393 -3.278  0.31
30 H -1.250 1.028 -2.420  0.34
31 C -0.131 0.148 0.831  -0.51
32 O -0.269 -1.282 0.626  -0.52
33 H -0.410 0.269 1.878  0.38
34 H 0.893 0.467 0.637  0.09
35 H -0.822 0.750 0.240  0.22
36 H -1.131 -1.538 0.961  0.50
37 C -0.817 -3.071 -2.863  -0.61
38 O 0.304 -2.739 -2.125  -0.47
39 H -0.558 -3.378 -3.876  0.27
40 H -1.383 -3.862 -2.372  0.29
41 H -1.448 -2.198 -3.029  0.23
42 H 0.110 -2.343 -1.273  0.33


Molecular formula: C7H2F5N3
Method: DFT, ωB97M-V/def2-TZVPD

The LUMO energy (alpha / beta) is -1.7 / -1.8 eV. For the calculated total energy, the calculation gives -931.3132 hartree. As for the charge: 0. The calculation puts the frontier orbital gap (alpha / beta) at 8.62 / 8.59 eV. The value obtained for the HOMO energy (alpha / beta) is -0.380 / -0.383 Eh.

Each line ends with the Mulliken charge.
CARTESIAN COORDINATES (ANGSTROEM)
1 C -1.085 2.895 -0.058  0.18
2 C -1.661 -0.683 -0.169  -0.55
3 C -1.527 1.559 -0.095  0.26
4 C -0.799 0.377 -0.222  0.39
5 C 1.686 0.068 -0.155  0.06
6 C 2.056 -1.304 -0.572  0.53
7 C 2.060 -0.899 0.904  0.56
8 N -0.729 3.981 -0.012  -0.43
9 N -2.806 1.216 0.002  -0.75
10 N -2.872 -0.110 -0.040  0.26
11 F 2.343 1.181 -0.472  -0.22
12 F 3.206 -1.601 -1.195  -0.26
13 F 1.096 -2.146 -1.002  -0.23
14 F 1.093 -1.399 1.698  -0.23
15 F 3.206 -0.838 1.592  -0.26
16 H -1.491 -1.736 -0.224  0.49
17 H -3.774 -0.560 0.019  0.21


Molecular formula: C7H30NO10
Method: DFT, ωB97M-V/def2-TZVPD

The LUMO energy is 2.3 eV. For the calculated total energy, the calculation gives -1091.9555 hartree. As for the charge: -1. The calculation puts the frontier orbital gap at 5.51 eV. The value obtained for the HOMO energy is -0.118 Eh.

Each line ends with the Mulliken charge.
CARTESIAN COORDINATES (ANGSTROEM)
1 N -0.877 0.033 -0.107  0.15
2 H -1.723 -0.362 -0.517  0.41
3 H -1.081 0.609 0.759  0.37
4 H -0.272 0.478 -0.802  0.37
5 H -0.290 -0.703 0.313  0.08
6 C -0.556 1.809 2.774  0.58
7 O -0.880 2.921 3.290  -0.80
8 O -1.506 1.100 2.179  -0.95
9 O 0.700 1.418 2.726  -0.95
10 O 0.713 1.294 -2.236  -0.72
11 H 1.521 1.213 -1.706  0.26
12 H 0.855 0.739 -3.012  0.32
13 O -1.710 -1.353 3.502  -0.70
14 H -1.147 -1.377 4.278  0.27
15 H -1.412 -0.544 3.000  0.42
16 O 0.741 -2.234 0.528  -0.66
17 H 0.959 -3.140 0.294  0.23
18 H 1.205 -2.063 1.375  0.38
19 O -0.767 -2.126 -3.318  -0.66
20 H -1.503 -1.796 -2.776  0.33
21 H -0.446 -2.898 -2.845  0.28
22 O 1.579 -1.279 2.767  -0.66
23 H 1.366 -0.306 2.738  0.38
24 H 1.220 -1.581 3.601  0.23
25 C -4.107 0.736 -0.956  -1.24
26 C -3.693 -0.174 -2.110  0.40
27 C -2.765 0.585 -3.040  -1.38
28 O -2.967 -1.323 -1.574  -0.64
29 H -4.808 1.516 -1.263  0.41
30 H -3.262 1.271 -0.520  0.35
31 H -4.596 0.199 -0.140  0.35
32 H -4.591 -0.491 -2.647  0.37
33 H -1.894 0.962 -2.498  0.20
34 H -3.281 1.470 -3.416  0.41
35 H -2.327 0.063 -3.892  0.38
36 H -3.689 -1.800 -1.145  0.32
37 C 4.009 -0.119 -0.636  -1.74
38 C 3.426 0.377 0.682  1.18
39 C 4.360 1.326 1.422  -1.49
40 O 2.180 0.996 0.428  -0.31
41 H 3.332 -0.855 -1.074  0.35
42 H 4.892 -0.713 -0.373  0.49
43 H 4.350 0.665 -1.311  0.33
44 H 3.306 -0.493 1.339  0.06
45 H 3.890 1.598 2.366  0.35
46 H 4.480 2.250 0.846  0.30
47 H 5.358 0.882 1.429  0.40
48 H 1.711 1.224 1.277  0.20